{
  "formula": "C21H7BrCl36O4",
  "method": "wB97M-V/def2-TZVPD",
  "symbols": ["O", "C", "Br", "C", "C", "C", "C", "O", "C", "C", "C", "C", "O", "C", "C", "C", "O", "H", "H", "H", "H", "H", "H", "H", "Cl", "C", "Cl", "Cl", "Cl", "Cl", "C", "Cl", "Cl", "Cl", "Cl", "C", "Cl", "Cl", "Cl", "Cl", "C", "Cl", "Cl", "Cl", "Cl", "C", "Cl", "Cl", "Cl", "Cl", "C", "Cl", "Cl", "Cl", "Cl", "C", "Cl", "Cl", "Cl", "Cl", "C", "Cl", "Cl", "Cl", "Cl", "C", "Cl", "Cl", "Cl"],
  "positions_angstrom": [[-1.46, 3.45, 6.30], [-1.08, 2.47, 6.82], [-2.28, 1.26, 7.77], [0.35, 2.00, 6.79], [0.76, 1.59, 5.39], [2.01, 1.33, 5.00], [2.27, 1.03, 3.56], [3.02, 0.17, 3.19], [1.45, 1.88, 2.65], [1.93, 2.41, 1.46], [1.08, 3.23, 0.72], [-0.21, 3.51, 1.13], [-1.01, 4.35, 0.37], [-0.72, 2.95, 2.30], [0.13, 2.14, 3.04], [-0.30, 1.50, 4.32], [-1.34, 0.93, 4.47], [0.55, 1.26, 7.57], [0.94, 2.90, 6.99], [2.82, 1.39, 5.72], [2.94, 2.20, 1.13], [1.42, 3.68, -0.21], [-0.89, 5.23, 0.74], [-1.73, 3.14, 2.64], [1.93, -0.54, -3.16], [0.48, -0.19, -2.19], [-0.90, 0.06, -3.27], [0.15, -1.54, -1.10], [0.74, 1.27, -1.23], [1.73, -0.80, 7.27], [1.81, -2.32, 8.17], [0.48, -2.39, 9.33], [1.69, -3.67, 7.04], [3.35, -2.41, 9.04], [0.96, -5.99, -4.85], [1.03, -4.39, -4.13], [-0.60, -3.78, -3.83], [1.91, -4.47, -2.60], [1.87, -3.28, -5.23], [4.06, -6.19, -5.28], [5.11, -7.53, -5.75], [4.49, -9.03, -5.06], [5.14, -7.66, -7.51], [6.75, -7.23, -5.16], [-5.77, 6.91, 7.07], [-4.49, 5.69, 7.00], [-4.15, 5.09, 8.62], [-5.00, 4.35, 5.97], [-3.02, 6.42, 6.33], [9.03, -6.32, -7.92], [9.06, -4.71, -7.20], [7.41, -4.17, -6.89], [9.96, -4.77, -5.68], [9.85, -3.58, -8.31], [-5.86, -2.95, -6.18], [-4.11, -3.02, -6.00], [-3.69, -2.65, -4.32], [-3.52, -4.63, -6.41], [-3.34, -1.83, -7.06], [-2.48, 3.80, -2.62], [-3.97, 4.12, -1.73], [-5.33, 4.20, -2.85], [-4.24, 2.83, -0.55], [-3.82, 5.67, -0.88], [-5.67, 0.27, -5.49], [-7.07, 1.12, -6.15], [-8.42, -0.01, -6.29], [-7.52, 2.45, -5.07], [-6.66, 1.76, -7.74]],
  "orbital_gap_ev": 8.8592,
  "homo_energy_ev": -9.791,
  "charge": 0,
  "smiles": "O=C(Br)CC1=CC(=O)c2ccc(O)cc2C1=O.ClC(Cl)(Cl)Cl.ClC(Cl)(Cl)Cl.ClC(Cl)(Cl)Cl.ClC(Cl)(Cl)Cl.ClC(Cl)(Cl)Cl.ClC(Cl)(Cl)Cl.ClC(Cl)(Cl)Cl.ClC(Cl)(Cl)Cl.ClC(Cl)(Cl)Cl",
  "e_tot_ha": -20246.170968
}


{
  "formula": "C21H84O21",
  "method": "wB97M-V/def2-TZVPD",
  "symbols": ["C", "O", "H", "H", "H", "H", "C", "O", "H", "H", "H", "H", "C", "O", "H", "H", "H", "H", "C", "O", "H", "H", "H", "H", "C", "O", "H", "H", "H", "H", "C", "O", "H", "H", "H", "H", "C", "O", "H", "H", "H", "H", "C", "O", "H", "H", "H", "H", "C", "O", "H", "H", "H", "H", "C", "O", "H", "H", "H", "H", "C", "O", "H", "H", "H", "H", "C", "O", "H", "H", "H", "H", "C", "O", "H", "H", "H", "H", "C", "O", "H", "H", "H", "H", "C", "O", "H", "H", "H", "H", "C", "O", "H", "H", "H", "H", "C", "O", "H", "H", "H", "H", "C", "O", "H", "H", "H", "H", "C", "O", "H", "H", "H", "H", "C", "O", "H", "H", "H", "H", "C", "O", "H", "H", "H", "H"],
  "positions_angstrom": [[0.77, 1.72, -2.69], [1.83, 1.25, -1.86], [1.22, 2.33, -3.45], [0.33, 0.86, -3.13], [0.08, 2.30, -2.09], [1.50, 0.61, -1.21], [2.89, -2.85, -1.97], [2.27, -3.91, -2.72], [3.98, -2.83, -1.89], [2.52, -1.86, -2.28], [2.50, -2.92, -0.99], [2.68, -3.87, -3.58], [5.77, -1.93, 2.65], [5.51, -2.41, 1.35], [5.08, -1.13, 2.97], [5.68, -2.81, 3.32], [6.74, -1.48, 2.75], [5.53, -1.72, 0.70], [4.14, 0.14, -0.37], [5.51, -0.18, -0.17], [3.85, -0.06, -1.37], [3.61, -0.35, 0.41], [4.08, 1.24, -0.24], [5.95, -0.10, -1.01], [2.20, -3.01, 2.77], [2.61, -2.60, 1.46], [2.51, -2.27, 3.52], [1.12, -3.06, 2.78], [2.51, -4.03, 3.02], [3.59, -2.64, 1.34], [-1.79, 4.99, -3.63], [-1.58, 5.31, -5.01], [-2.13, 5.79, -2.97], [-2.48, 4.14, -3.44], [-0.85, 4.61, -3.25], [-2.42, 5.54, -5.43], [3.77, -5.79, 0.08], [2.49, -6.03, -0.53], [3.99, -4.75, -0.04], [3.83, -6.10, 1.12], [4.46, -6.44, -0.49], [2.37, -5.32, -1.20], [2.53, 1.19, 2.94], [1.56, 0.38, 3.56], [2.81, 1.94, 3.66], [3.39, 0.59, 2.61], [2.14, 1.68, 2.02], [0.84, 0.98, 3.65], [-0.37, -3.84, -0.55], [-1.47, -3.57, 0.33], [0.39, -4.44, -0.06], [-0.74, -4.40, -1.42], [0.16, -2.93, -0.81], [-2.07, -2.94, -0.09], [-3.54, 1.67, -3.75], [-3.49, 0.24, -3.84], [-3.53, 2.23, -4.69], [-4.50, 1.88, -3.21], [-2.70, 2.05, -3.08], [-2.63, -0.07, -4.14], [-0.48, 6.16, 3.35], [0.11, 4.87, 3.63], [-0.09, 6.97, 3.97], [-0.31, 6.44, 2.30], [-1.54, 6.12, 3.44], [-0.09, 4.56, 4.50], [-5.25, -1.92, -1.18], [-5.80, -0.81, -1.80], [-4.64, -1.72, -0.29], [-6.07, -2.56, -0.95], [-4.64, -2.48, -1.87], [-5.11, -0.38, -2.28], [-0.42, -0.09, 0.72], [0.77, -0.53, -0.02], [-0.11, 0.02, 1.76], [-0.69, 0.91, 0.40], [-1.27, -0.77, 0.76], [1.33, -1.02, 0.59], [-4.18, 1.18, 1.13], [-2.78, 1.36, 1.39], [-4.61, 0.52, 1.92], [-4.72, 2.10, 1.11], [-4.31, 0.76, 0.11], [-2.48, 2.07, 0.71], [-1.48, 0.63, 4.51], [-1.16, 1.62, 3.58], [-0.64, 0.56, 5.22], [-2.31, 1.02, 5.13], [-1.70, -0.31, 4.06], [-1.85, 1.60, 2.92], [-0.39, -1.81, -3.80], [-1.07, -0.78, -4.61], [0.36, -1.41, -3.14], [-1.18, -2.27, -3.25], [0.03, -2.57, -4.50], [-0.57, -0.46, -5.38], [1.25, 5.15, -0.07], [0.22, 4.62, 0.67], [1.44, 4.50, -0.94], [1.00, 6.14, -0.48], [2.17, 5.15, 0.51], [0.40, 4.66, 1.61], [-5.70, -2.23, 2.50], [-4.65, -2.14, 3.49], [-6.12, -3.28, 2.45], [-6.57, -1.59, 2.79], [-5.31, -1.87, 1.56], [-3.98, -2.85, 3.37], [-3.36, 4.05, -0.21], [-2.12, 3.33, -0.50], [-4.11, 3.48, -0.72], [-3.53, 4.03, 0.84], [-3.48, 5.10, -0.54], [-1.30, 3.83, -0.14], [-1.15, -4.58, 3.29], [-2.10, -3.54, 3.14], [-0.62, -4.78, 2.32], [-0.49, -4.39, 4.15], [-1.63, -5.53, 3.64], [-2.05, -3.19, 2.26], [4.23, 1.40, -4.52], [3.86, 0.31, -3.63], [4.46, 2.19, -3.86], [5.02, 1.07, -5.21], [3.43, 1.67, -5.19], [3.14, 0.68, -3.07]],
  "orbital_gap_ev": 9.9774,
  "homo_energy_ev": -9.677,
  "charge": 0,
  "e_tot_ha": -2430.166797,
  "relative_energy_kcal_mol": 27.5
}


{
  "formula": "C21H9BrCuF5N3O",
  "method": "wB97M-V/def2-TZVPD",
  "symbols": ["Cu", "Br", "C", "C", "C", "C", "C", "C", "N", "N", "C", "C", "C", "C", "O", "C", "N", "C", "C", "C", "C", "H", "H", "H", "H", "H", "H", "H", "H", "H", "F", "C", "C", "C", "F", "C", "F", "C", "F", "C", "F"],
  "positions_angstrom": [[1.64, 1.36, -2.39], [0.29, -0.96, 5.92], [-1.06, -0.52, 4.66], [-2.10, -1.41, 4.43], [-3.07, -1.10, 3.50], [-2.98, 0.07, 2.74], [-1.94, 0.98, 3.02], [-0.99, 0.69, 3.97], [-4.03, 0.41, 1.92], [-3.99, 1.11, 0.88], [-2.92, 1.37, 0.10], [-2.94, 2.60, -0.58], [-1.88, 3.08, -1.30], [-0.71, 2.31, -1.49], [0.33, 2.74, -2.08], [-0.77, 0.95, -0.99], [0.23, 0.15, -1.39], [0.27, -1.11, -1.02], [-0.74, -1.67, -0.24], [-1.80, -0.89, 0.16], [-1.83, 0.48, -0.17], [-2.15, -2.33, 4.99], [-3.89, -1.78, 3.31], [-1.89, 1.91, 2.48], [-0.19, 1.38, 4.17], [-3.82, 3.21, -0.43], [-1.91, 4.07, -1.73], [1.10, -1.69, -1.39], [-0.71, -2.73, -0.01], [-2.62, -1.33, 0.70], [4.26, 0.81, -0.72], [4.16, 0.01, -1.81], [3.21, 0.30, -2.79], [3.23, -0.58, -3.86], [2.37, -0.40, -4.89], [4.08, -1.68, -3.96], [4.02, -2.51, -5.03], [4.98, -1.94, -2.94], [5.80, -3.01, -3.00], [5.04, -1.07, -1.86], [5.92, -1.30, -0.87]],
  "orbital_gap_ev": 6.5141,
  "homo_energy_ev": -4.591,
  "charge": -1,
  "e_tot_ha": -5759.014970,
  "relative_energy_kcal_mol": 21.6
}


{
  "formula": "C21H9CoN5O5S2",
  "method": "wB97M-V/def2-TZVPD",
  "symbols": ["Co", "O", "C", "C", "C", "N", "C", "C", "C", "O", "O", "C", "O", "O", "H", "H", "H", "S", "C", "C", "C", "C", "N", "C", "C", "C", "S", "C", "N", "H", "H", "N", "C", "C", "C", "C", "N", "C", "C", "H", "H", "H", "H"],
  "positions_angstrom": [[-0.98, 0.23, 0.07], [0.16, 0.41, -5.81], [-0.26, 0.39, -4.51], [-0.53, -0.81, -3.86], [-0.90, -0.76, -2.53], [-0.96, 0.41, -1.89], [-0.86, 1.57, -2.54], [-0.47, 1.60, -3.86], [-1.35, 2.82, -1.75], [-1.17, 3.91, -2.29], [-1.92, 2.55, -0.66], [-1.45, -1.92, -1.69], [-1.56, -3.01, -2.23], [-1.80, -1.55, -0.53], [0.25, -0.50, -6.11], [-0.48, -1.77, -4.36], [-0.38, 2.55, -4.38], [1.12, -1.35, 0.47], [0.41, -2.21, 1.78], [0.94, -3.46, 2.14], [0.48, -4.21, 3.21], [1.09, -5.46, 3.53], [1.60, -6.46, 3.78], [-0.59, -3.70, 3.98], [-1.14, -2.48, 3.63], [-0.68, -1.72, 2.55], [-1.46, -0.18, 2.27], [-1.11, -4.43, 5.10], [-1.55, -5.00, 6.00], [1.76, -3.85, 1.54], [-1.97, -2.09, 4.21], [3.00, 6.36, 0.23], [2.42, 5.37, 0.28], [1.71, 4.11, 0.35], [0.66, 3.94, 1.23], [0.01, 2.71, 1.26], [0.37, 1.69, 0.48], [1.40, 1.86, -0.35], [2.10, 3.04, -0.45], [0.33, 4.74, 1.87], [-0.82, 2.53, 1.93], [1.68, 0.99, -0.93], [2.92, 3.14, -1.15]],
  "orbital_gap_ev": [5.6197, 5.6469],
  "homo_energy_ev": [-1.628, -1.635],
  "charge": -2,
  "e_tot_ha": -3634.979321,
  "relative_energy_kcal_mol": 0.0,
  "multiplicity": 2
}